i:
Here is an isolated molecule of C4H13N3 from the Open Molecules 2025 dataset. Energies are from ωB97M-V/def2-TZVPD.

Each line ends with the Mulliken charge.
Atoms and positions in Å:
N -2.52 1.76 1.26  -0.5715
C -1.52 1.10 0.43  -0.7467
C -0.09 1.17 0.97  -0.4961
C 0.84 0.04 0.58  -0.5645
N 0.82 -0.14 -0.87  -0.3421
C 1.55 -1.26 -1.38  -0.6214
N 0.76 -2.50 -1.49  -0.5164
H -2.43 2.76 1.27  0.2334
H -2.55 1.36 2.19  0.2264
H -1.80 0.05 0.30  0.4079
H -1.56 1.58 -0.54  0.2975
H 0.34 2.15 0.76  0.2832
H -0.14 1.20 2.07  0.3610
H 0.55 -0.86 1.13  0.2877
H 1.88 0.30 0.80  0.3634
H -0.13 -0.15 -1.23  0.2419
H 1.95 -1.02 -2.37  0.3989
H 2.38 -1.48 -0.72  0.3810
H 0.70 -2.93 -2.39  0.1933
H 0.96 -3.15 -0.75  0.1831

Orbital gap (eV): 9.69
Net charge: 0


ii:
Here is an isolated molecule of C4H13N3 from the Open Molecules 2025 dataset. Energies are from ωB97M-V/def2-TZVPD.

Each line ends with the Mulliken charge.
Atoms and positions in Å:
N -0.04 1.28 1.70  -0.4714
C 1.27 1.44 1.12  -0.3454
C 1.16 1.16 -0.46  -0.7276
N 0.61 -0.04 -1.10  -0.3534
C -0.74 -0.33 -1.28  -0.6642
C -1.43 -1.56 -0.67  -0.3489
N -0.65 -2.05 0.40  -0.5580
H -0.79 1.58 1.13  0.1451
H -0.27 1.62 2.68  0.2045
H 1.60 2.49 1.09  0.3032
H 2.01 0.83 1.81  0.2629
H 2.20 1.13 -0.83  0.3558
H 0.69 2.08 -0.99  0.3113
H 1.03 -0.91 -0.84  0.2954
H -0.88 -0.60 -2.33  0.3485
H -1.32 0.52 -1.01  0.3205
H -1.50 -2.24 -1.46  0.3071
H -2.50 -1.23 -0.41  0.2223
H 0.04 -1.29 0.79  0.1576
H -1.26 -2.55 1.11  0.2347

Orbital gap (eV): 9.32
Net charge: 0


Computed energies relative to the best structure, in eV: i 0.000; ii 1.701


i:
Here is an isolated molecule of C4H13N3 from the Open Molecules 2025 dataset. Energies are from ωB97M-V/def2-TZVPD.

Each line ends with the Mulliken charge.
Atoms and positions in Å:
C 0.96 -1.06 1.57  -1.4155
C -0.02 -0.53 0.52  0.5348
C 0.39 -0.84 -0.92  -0.5976
N 0.74 -2.28 -1.01  -0.5711
N -0.27 0.91 0.66  -0.4481
C -1.25 1.63 -0.15  -0.5576
N -0.75 2.81 -0.80  -0.5308
H 0.85 -2.12 1.77  0.3517
H 2.00 -1.02 1.25  0.2881
H 0.86 -0.52 2.51  0.4032
H -0.96 -1.04 0.79  0.1021
H 1.21 -0.16 -1.14  0.3782
H -0.42 -0.67 -1.63  0.3177
H -0.05 -2.77 -1.43  0.2153
H 1.50 -2.54 -1.62  0.2018
H -0.40 1.08 1.65  0.2373
H -2.11 1.97 0.42  0.3427
H -1.63 0.91 -0.88  0.3348
H -0.72 3.61 -0.20  0.1963
H 0.05 2.62 -1.36  0.2167

Orbital gap (eV): 9.60
Net charge: 0


ii:
Here is an isolated molecule of C4H13N3 from the Open Molecules 2025 dataset. Energies are from ωB97M-V/def2-TZVPD.

Each line ends with the Mulliken charge.
Atoms and positions in Å:
N 3.09 0.14 -1.26  -0.5845
C 1.54 -0.13 -1.47  -0.5923
C 0.52 -0.78 -0.41  -0.4755
C -0.40 0.11 0.30  0.0307
N -1.25 0.95 -0.56  -0.6760
C -1.31 -0.84 1.33  -0.5338
N -2.45 -0.06 1.97  -0.5932
H 3.44 0.91 -1.90  0.2513
H 3.21 0.34 -0.20  0.2365
H 1.06 0.84 -1.79  0.2639
H 1.33 -0.75 -2.37  0.2679
H 1.17 -1.47 0.25  0.3134
H -0.02 -1.38 -1.19  0.2750
H 0.10 0.78 0.92  0.3045
H -0.70 1.72 -0.73  0.2470
H -2.10 1.29 -0.05  0.2342
H -0.69 -1.17 2.18  0.3469
H -1.86 -1.50 0.60  0.3090
H -2.41 0.89 1.48  0.1158
H -2.28 0.12 2.90  0.2594

Orbital gap (eV): 10.04
Net charge: 0


iii:
Here is an isolated molecule of C4H13N3 from the Open Molecules 2025 dataset. Energies are from ωB97M-V/def2-TZVPD.

Each line ends with the Mulliken charge.
Atoms and positions in Å:
C -1.88 1.05 0.77  -1.2447
C -1.15 0.83 -0.55  -0.5159
C -0.24 -0.35 -0.71  0.3887
C -0.59 -1.64 0.01  -1.5869
N 1.25 0.35 -0.20  0.2460
N 2.34 -0.24 -0.88  -0.8250
N 1.57 0.38 1.16  -0.6297
H -2.48 1.97 0.73  0.3878
H -1.19 1.17 1.61  0.3206
H -2.56 0.23 1.00  0.2758
H -1.86 0.87 -1.38  0.3572
H -0.36 1.67 -0.65  0.2990
H -0.10 -0.54 -1.78  0.4425
H 0.12 -2.43 -0.24  0.4046
H -1.60 -1.97 -0.27  0.3791
H -0.58 -1.52 1.10  0.3511
H 3.17 0.36 -0.78  0.2672
H 2.16 -0.25 -1.88  0.2106
H 1.46 -0.54 1.58  0.1959
H 2.54 0.61 1.36  0.2763

Orbital gap (eV): 8.40
Net charge: 0


iv:
Here is an isolated molecule of C4H13N3 from the Open Molecules 2025 dataset. Energies are from ωB97M-V/def2-TZVPD.

Each line ends with the Mulliken charge.
Atoms and positions in Å:
N 1.66 2.16 -0.50  -0.5675
C 1.93 0.75 -0.39  -0.7433
C 0.97 -0.04 0.52  -0.3871
C -0.38 -0.28 -0.14  0.0035
N -0.38 -1.40 -1.08  -0.5829
C -1.50 -0.42 0.93  -0.7974
N -2.79 -0.79 0.41  -0.4876
H 0.69 2.37 -0.69  0.2354
H 1.91 2.63 0.36  0.2570
H 1.97 0.31 -1.38  0.3168
H 2.97 0.65 -0.03  0.3396
H 0.84 0.56 1.41  0.2952
H 1.43 -1.00 0.75  0.3119
H -0.70 0.60 -0.72  0.2958
H 0.24 -2.14 -0.78  0.2591
H -0.14 -1.10 -2.01  0.2401
H -1.52 0.55 1.45  0.2328
H -1.18 -1.13 1.69  0.3417
H -2.93 -0.61 -0.56  0.2237
H -3.10 -1.67 0.76  0.2131

Orbital gap (eV): 9.74
Net charge: 0


Computed energies relative to the best structure, in eV: i 0.341; ii 2.134; iii 2.704; iv 0.000


i:
Here is an isolated molecule of C4H13N3 from the Open Molecules 2025 dataset. Energies are from ωB97M-V/def2-TZVPD.

Each line ends with the Mulliken charge.
Atoms and positions in Å:
C -0.01 -1.23 -1.13  -1.5551
C 0.77 -0.70 0.08  0.7169
C 2.25 -0.65 -0.21  -1.4072
C 0.19 0.63 0.39  -1.0275
N -1.40 0.67 0.21  0.2002
N -2.06 0.07 1.32  -0.6693
N -1.77 2.03 0.01  -0.6502
H -0.08 -0.44 -1.83  0.3365
H 0.41 -2.07 -1.54  0.5687
H -0.93 -1.59 -0.72  0.3163
H 0.49 -1.39 0.90  0.2356
H 2.97 -0.53 0.51  0.3910
H 2.25 0.14 -0.93  0.3670
H 2.46 -1.64 -0.79  0.2818
H 0.41 1.02 1.33  0.4759
H 0.52 1.44 -0.41  0.3337
H -1.49 0.17 2.13  0.2916
H -1.96 -0.92 0.86  0.3112
H -1.65 2.30 -0.93  0.2308
H -1.38 2.68 0.75  0.2520

Orbital gap (eV): 9.63
Net charge: 0


ii:
Here is a structure of composition C4H13N3 from the Open Molecules 2025 dataset. Energies are from ωB97M-V/def2-TZVPD.

Each line ends with the Mulliken charge.
Atoms and positions in Å:
C 0.67 0.78 0.53  -0.3838
C 0.45 -2.26 -0.28  -0.6300
C 1.62 1.72 -0.15  -0.9774
N 1.39 -1.30 -0.66  -0.4967
H 1.20 -1.00 -1.62  0.2373
H 1.14 -0.02 1.07  0.4090
H -0.02 1.26 1.23  0.4241
H -0.58 -1.72 0.03  0.3109
H 0.79 -2.84 0.58  0.2975
H 0.12 -2.94 -1.08  0.3362
H 2.16 2.31 0.60  0.3329
H 2.35 1.17 -0.74  0.2837
H 1.11 2.43 -0.80  0.2766
N -2.30 0.09 1.21  -0.4262
C -0.94 0.47 -0.59  -1.2411
N -1.76 -0.40 0.05  -0.2413
H -2.50 1.08 1.24  0.2128
H -3.09 -0.47 1.50  0.2512
H -1.20 1.53 -0.58  0.5237
H -0.61 0.11 -1.55  0.5004

Orbital gap (spin up / spin down) (eV): 7.96 / 8.43
Net charge: 0


iii:
Here is a cluster of 2 separate species, C4H13N3 in total from the Open Molecules 2025 dataset. Energies are from ωB97M-V/def2-TZVPD.

Each line ends with the Mulliken charge.
Atoms and positions in Å:
N 3.33 -0.20 1.24  -0.7290
C -2.87 -1.12 0.55  -1.0061
C -2.53 0.44 -0.02  -0.3315
N -1.24 0.96 0.30  -0.3271
C -0.25 0.67 -0.71  -0.3519
C 1.20 0.61 -0.31  -0.2818
N 2.15 0.05 -1.24  -0.6286
H -2.54 -1.14 1.53  0.3601
H 3.70 -1.10 1.75  0.2004
H -3.95 -1.53 0.45  0.3069
H -2.24 -1.77 -0.02  0.3041
H -2.76 0.35 -1.12  0.2942
H -3.32 1.11 0.47  0.3418
H 4.13 0.32 1.07  0.2103
H -0.41 -0.34 -1.07  0.2714
H -0.33 1.36 -1.70  0.2437
H 1.58 1.55 0.24  0.2791
H 1.25 -0.17 0.51  0.3130
H 3.01 -0.36 0.25  0.3407
H 2.09 0.33 -2.18  0.1906

Orbital gap (eV): 4.34
Net charge: 0


Computed energies relative to the best structure, in eV: i 0.000; ii 2.531; iii 4.398


i:
Here is an isolated molecule of C4H13N3 from the Open Molecules 2025 dataset. Energies are from ωB97M-V/def2-TZVPD.

Each line ends with the Mulliken charge.
Atoms and positions in Å:
N -1.20 -0.38 -2.33  -0.5533
C -0.09 -1.16 -1.79  -0.4713
C 0.66 -0.26 -0.80  -0.8616
C -0.06 0.04 0.51  0.5284
N 0.09 -1.04 1.46  -0.6862
C 0.69 1.32 1.00  -1.0085
N 0.41 1.84 2.36  -0.6428
H -1.69 -0.88 -3.07  0.2225
H -1.86 -0.03 -1.66  0.1730
H -0.39 -2.17 -1.47  0.3104
H 0.65 -1.32 -2.60  0.3078
H 0.91 0.64 -1.36  0.3037
H 1.63 -0.76 -0.62  0.3568
H -1.06 0.40 0.28  0.1317
H -0.31 -0.82 2.37  0.2762
H -0.53 -1.76 1.10  0.2523
H 0.47 2.15 0.32  0.4277
H 1.76 1.09 0.94  0.3946
H -0.58 2.07 2.41  0.2773
H 0.52 1.03 2.97  0.2614

Orbital gap (eV): 10.11
Net charge: 0


ii:
Here is an isolated molecule of C4H13N3 from the Open Molecules 2025 dataset. Energies are from ωB97M-V/def2-TZVPD.

Each line ends with the Mulliken charge.
Atoms and positions in Å:
C -0.14 1.73 -0.96  -1.0949
C -0.01 0.29 -0.57  0.0927
C 0.62 -0.89 -1.51  -0.6077
N 0.03 -1.01 -2.88  -0.6248
N 0.45 0.09 0.84  -0.3520
C -0.63 -0.06 1.82  -0.4911
N -0.03 -0.11 3.24  -0.6844
H -1.21 1.93 -0.90  0.2737
H 0.26 1.94 -2.03  0.2942
H 0.60 2.29 -0.40  0.3973
H -1.18 -0.01 -0.69  0.1406
H 1.63 -0.71 -1.76  0.3155
H 0.39 -1.78 -0.99  0.3296
H -0.56 -1.86 -2.99  0.2638
H -0.67 -0.25 -3.05  0.2418
H 1.06 0.83 1.17  0.2806
H -1.40 0.67 1.80  0.3975
H -1.09 -0.98 1.70  0.3290
H -0.70 -0.30 3.91  0.2279
H 0.63 -1.02 3.21  0.2708

Orbital gap (eV): 9.82
Net charge: 0


iii:
Here is an isolated molecule of C4H13N3 from the Open Molecules 2025 dataset. Energies are from ωB97M-V/def2-TZVPD.

Each line ends with the Mulliken charge.
Atoms and positions in Å:
C 0.59 -1.67 0.04  -1.0461
C 0.36 -0.19 -0.31  0.2170
C 1.62 0.72 -0.37  -0.8103
N 2.64 0.38 -1.37  -0.4195
N -0.61 0.50 0.53  -0.3893
C -2.04 0.20 0.30  -0.1971
N -2.79 0.46 1.50  -0.4857
H 1.21 -2.06 -0.76  0.3182
H 1.16 -1.66 0.98  0.2438
H -0.43 -2.05 0.09  0.3813
H 0.01 0.01 -1.35  0.1601
H 1.94 0.60 0.68  0.3417
H 1.36 1.77 -0.62  0.3939
H 2.96 0.99 -2.09  0.1569
H 3.15 -0.46 -1.16  0.1556
H -0.52 1.50 0.49  0.1799
H -1.95 -0.88 0.09  0.1692
H -2.61 0.64 -0.55  0.3161
H -2.59 0.02 2.38  0.1499
H -3.47 1.19 1.51  0.1644

Orbital gap (eV): 9.55
Net charge: 0


Computed energies relative to the best structure, in eV: i 0.000; ii 1.719; iii 0.865


i:
Here is a cluster of 2 separate species, C2H6O in total from the Open Molecules 2025 dataset. Energies are from ωB97M-V/def2-TZVPD.

Each line ends with the Mulliken charge.
Atoms and positions in Å:
C -1.01 -1.01 -0.19  -0.4158
C -2.23 -1.29 -0.70  -0.4405
H -0.48 -0.07 -0.36  0.2170
H -0.52 -1.77 0.42  0.2058
H -2.80 -0.50 -1.20  0.2172
H -2.69 -2.28 -0.60  0.2164
O 3.53 2.49 0.65  -0.6470
H 3.38 1.52 0.77  0.3224
H 2.83 2.91 1.20  0.3245

Orbital gap (eV): 10.89
Net charge: 0


ii:
Here is an isolated molecule of C2H6O from the Open Molecules 2025 dataset. Energies are from ωB97M-V/def2-TZVPD.

Each line ends with the Mulliken charge.
Atoms and positions in Å:
C -0.68 0.27 0.93  -0.6161
O 0.13 0.72 -0.09  -0.3154
C 0.67 -0.21 -0.95  -0.5673
H -1.42 -0.28 0.52  0.3103
H -1.21 1.02 1.60  0.2318
H -0.03 -0.37 1.56  0.2515
H 1.66 -0.51 -0.39  0.2515
H 0.90 0.38 -1.91  0.1775
H -0.02 -1.03 -1.27  0.2759

Orbital gap (eV): 10.73
Net charge: 0


Computed energies relative to the best structure, in eV: i 0.000; ii 0.479


i:
Here is a cluster of 2 separate species, C2H6O in total from the Open Molecules 2025 dataset. Energies are from ωB97M-V/def2-TZVPD.

Each line ends with the Mulliken charge.
Atoms and positions in Å:
C 0.00 0.00 0.00  -0.4243
C 1.21 0.23 0.46  -0.4226
H -0.50 0.58 -0.78  0.2247
H -0.58 -0.78 0.51  0.1988
H 1.78 1.07 0.05  0.2106
H 1.67 -0.35 1.27  0.2129
O -3.34 -4.65 2.88  -0.6500
H -3.01 -4.40 3.78  0.3250
H -2.60 -5.18 2.49  0.3249

Orbital gap (eV): 11.19
Net charge: 0


ii:
Here is an isolated molecule of C2H6O from the Open Molecules 2025 dataset. Energies are from ωB97M-V/def2-TZVPD.

Each line ends with the Mulliken charge.
Atoms and positions in Å:
C -0.15 0.04 1.12  -0.5855
C 0.44 -0.71 -1.20  -0.6899
O -0.54 0.27 -0.24  -0.3219
H -0.43 -0.99 1.33  0.2962
H 0.93 0.15 1.23  0.2902
H -0.70 0.74 1.77  0.2966
H -0.26 -0.79 -2.04  0.1816
H 1.15 0.08 -1.51  0.1414
H -0.44 1.21 -0.45  0.3912

Orbital gap (eV): 8.07
Net charge: 0


Computed energies relative to the best structure, in eV: i 0.000; ii 3.374